(1)
Here is the molecule C21H19N3O4S from the Open Molecules 2025 dataset. Energies are from ωB97M-V/def2-TZVPD.

Atoms and positions in Å:
C (-1.977, -4.704, 0.920)
C (-2.674, -4.694, -0.199)
C (-3.885, -3.839, -0.421)
N (-3.678, -2.947, -1.564)
C (-4.261, -3.306, -2.757)
O (-4.912, -4.311, -2.906)
N (-4.069, -2.412, -3.785)
C (-3.317, -1.258, -3.772)
O (-3.246, -0.573, -4.769)
C (-2.621, -0.967, -2.502)
C (-1.780, 0.109, -2.578)
C (-0.832, 0.753, -1.723)
C (-0.416, 0.303, -0.460)
C (0.529, 0.982, 0.277)
C (1.107, 2.161, -0.239)
C (0.707, 2.619, -1.495)
C (-0.235, 1.925, -2.219)
H (-0.523, 2.295, -3.192)
H (1.137, 3.516, -1.912)
O (2.024, 2.762, 0.543)
C (2.647, 3.944, 0.104)
H (3.217, 3.779, -0.816)
H (1.920, 4.746, -0.053)
H (3.330, 4.228, 0.904)
C (0.959, 0.481, 1.613)
H (0.954, 1.267, 2.371)
H (0.358, -0.372, 1.923)
S (2.707, -0.072, 1.574)
C (3.476, 1.126, 2.604)
N (2.706, 1.949, 3.293)
C (3.282, 2.854, 4.065)
C (4.654, 2.980, 4.194)
C (5.461, 2.102, 3.477)
C (4.870, 1.156, 2.667)
H (5.449, 0.453, 2.089)
H (6.537, 2.162, 3.552)
H (5.081, 3.736, 4.834)
H (2.601, 3.502, 4.601)
H (-0.853, -0.589, -0.047)
H (-1.835, 0.576, -3.561)
C (-2.916, -1.805, -1.334)
O (-2.567, -1.562, -0.197)
H (-4.527, -2.643, -4.660)
H (-4.750, -4.462, -0.661)
H (-4.087, -3.224, 0.457)
H (-2.393, -5.312, -1.042)
H (-1.111, -5.331, 1.046)
H (-2.247, -4.082, 1.757)

Output
**HOMO level**: -8.29 eV

=====

(2)
Here is a cluster of 2 separate species, C3H6N2O in total at a distorted geometry from the Open Molecules 2025 dataset. Energies are from ωB97M-V/def2-TZVPD.

Atoms and positions in Å:
C (-0.924, -0.354, -0.740)
C (-1.296, 0.931, -1.189)
N (-0.652, 1.931, -0.381)
C (0.292, 1.261, 0.244)
N (0.214, -0.093, 0.054)
H (-1.462, -1.268, -0.623)
H (-2.272, 1.133, -1.743)
H (0.948, 1.760, 0.971)
H (0.933, -0.701, 0.387)
H (2.150, -2.676, 0.662)
H (1.296, -3.056, 1.895)
O (1.631, -2.386, 1.356)

Output
**HOMO level**: -8.58 eV

=====

(3)
Here is the ion C3H11N2S with charge +1 at a distorted geometry from the Open Molecules 2025 dataset. Energies are from ωB97M-V/def2-TZVPD.

Atoms and positions in Å:
C (-1.024, 1.548, -0.746)
C (0.933, -1.868, -0.434)
C (-0.642, 0.149, -0.208)
N (0.530, -0.365, -0.773)
N (-0.670, 0.297, 1.523)
S (1.936, 0.700, -0.839)
H (-0.609, 1.638, -1.792)
H (-2.113, 1.728, -0.755)
H (-0.517, 2.293, -0.164)
H (0.904, -2.388, -1.396)
H (1.969, -2.059, 0.122)
H (0.166, -2.153, 0.254)
H (-1.439, -0.606, -0.418)
H (-1.026, 1.216, 1.900)
H (0.211, 0.031, 1.801)
H (-1.422, -0.423, 1.883)
H (2.813, 0.261, 0.043)

Output
**HOMO level**: -13.12 eV
**Total charge**: +1

=====

(4)
Here is the molecule C4H7NO2 at a distorted geometry from the Open Molecules 2025 dataset. Energies are from ωB97M-V/def2-TZVPD.

Atoms and positions in Å:
C (-1.078, -0.004, 1.114)
C (0.432, 0.772, -0.361)
C (1.877, 0.943, -0.523)
O (2.373, 2.045, -0.640)
C (-0.070, -0.588, -0.068)
O (0.925, -1.138, 0.553)
N (-0.755, -1.328, -1.078)
H (-1.436, -0.929, 1.567)
H (-0.568, 0.583, 1.879)
H (-1.901, 0.565, 0.675)
H (-0.171, 1.675, -0.286)
H (2.440, 0.000, -0.631)
H (-1.395, -0.764, -1.625)
H (-1.246, -2.123, -0.682)

Output
**HOMO level (alpha / beta)**: -9.60 / -9.62 eV

=====

(5)
Here is a structure of composition C4H12NOSe2 at a distorted geometry from the Open Molecules 2025 dataset. Energies are from ωB97M-V/def2-TZVPD.

Atoms and positions in Å:
C (0.844, -0.496, -0.887)
C (0.318, -1.891, -0.888)
C (0.997, 1.526, 0.446)
C (-1.275, 0.440, 0.128)
N (0.258, 0.322, 0.181)
O (-1.064, -2.142, -1.156)
Se (0.652, 2.254, 2.372)
Se (-2.147, -1.203, 1.143)
H (0.862, -0.021, -1.917)
H (1.949, -0.518, -0.649)
H (0.935, -2.434, -1.686)
H (0.316, -2.204, 0.164)
H (0.650, 2.353, -0.122)
H (2.387, 1.361, 0.164)
H (-1.739, 1.373, 0.499)
H (-1.355, 0.290, -0.940)
H (0.487, -0.345, 1.055)
H (-1.465, -1.633, -1.915)
H (1.433, 3.375, 1.839)
H (-3.044, -0.404, 2.169)

Output
**HOMO level**: -13.03 eV
**Total charge**: +1

=====

(6)
Here is the molecule C7H11OP at a distorted geometry from the Open Molecules 2025 dataset. Energies are from ωB97M-V/def2-TZVPD.

Atoms and positions in Å:
C (1.043, -0.393, -0.592)
C (0.745, 0.893, -0.409)
C (-1.247, 0.245, 0.882)
C (0.590, -1.594, 0.218)
C (-0.117, 1.271, 0.828)
C (-0.464, -1.225, 1.210)
C (1.099, 1.989, -1.347)
O (-1.478, -2.248, 1.295)
P (-2.910, 0.434, 0.740)
H (1.795, -0.586, -1.405)
H (0.125, -2.350, -0.386)
H (1.420, -1.986, 0.769)
H (0.671, 1.279, 1.653)
H (-0.490, 2.243, 0.728)
H (0.072, -1.065, 2.109)
H (0.222, 2.635, -1.510)
H (1.384, 1.555, -2.271)
H (1.854, 2.534, -0.875)
H (-1.595, -2.408, 2.231)
H (-3.386, -0.924, 0.742)

Output
**HOMO level**: -8.73 eV

=====

DFT total energy for the records above, in order: -1675.0870 -302.6305 -628.2812 -361.6989 -5092.0573 -689.8228 hartree